# 1
Molecular formula: C4H8O2
Method: DFT, ωB97M-V/def2-TZVPD

The calculation puts the highest occupied orbital energy at -0.32084 Eh. The value obtained for the LUMO energy is 0.0354 hartree. The molar mass comes out at 88.11 g/mol. The calculation puts the energy relative to the best compared isomer or geometry (same formula, charge and spin) at 51.8 kcal/mol. The value obtained for the largest force on an atom is 0.492 eV/A. The orbital gap comes out at 9.69 eV. As for the structure (SMILES): C/C=C/O.C=O.

CARTESIAN COORDINATES (ANGSTROEM)
C  2.53  -0.22  -0.39
O  1.85  -0.89  -1.13
C  -0.98  0.04  -0.22
C  -1.97  -0.98  0.28
C  -0.37  0.92  0.57
O  0.57  1.83  0.16
H  3.23  0.55  -0.76
H  0.59  1.82  -0.81
H  2.50  -0.34  0.71
H  -0.73  0.01  -1.28
H  -1.61  -1.99  0.07
H  -2.12  -0.89  1.36
H  -2.94  -0.87  -0.21
H  -0.55  1.00  1.64

Atom charges from the natural (NBO) analysis, given in e for atoms 1 to 6: atom 1 (C): 0.28, atom 2 (O): -0.51, atom 3 (C): -0.29, atom 4 (C): -0.63, atom 5 (C): 0.12, atom 6 (O): -0.69

***

# 2
Molecular formula: C4H8O2
Method: DFT, ωB97M-V/def2-TZVPD

The calculation puts the highest occupied orbital energy at -0.36648 Eh. The value obtained for the LUMO energy is 0.0334 hartree. The molar mass comes out at 88.11 g/mol. The calculation puts the energy relative to the best compared isomer or geometry (same formula, charge and spin) at 42.8 kcal/mol. The value obtained for the largest force on an atom is 0.393 eV/A. The orbital gap comes out at 10.88 eV. As for the structure (SMILES): CC1(O)COC1.

CARTESIAN COORDINATES (ANGSTROEM)
C  0.97  0.09  1.24
C  -0.01  -0.27  0.16
C  -1.14  0.72  -0.17
O  -0.81  0.71  -1.57
C  0.38  -0.05  -1.32
O  -0.46  -1.58  0.44
H  0.48  0.01  2.22
H  1.33  1.12  1.12
H  1.83  -0.59  1.24
H  -1.02  1.72  0.27
H  -2.16  0.36  0.03
H  -1.10  -1.83  -0.24
H  0.43  -0.96  -1.93
H  1.29  0.55  -1.49

Atom charges from the natural (NBO) analysis, given in e for atoms 1 to 6: atom 1 (C): -0.62, atom 2 (C): 0.20, atom 3 (C): -0.09, atom 4 (O): -0.54, atom 5 (C): -0.09, atom 6 (O): -0.70

***

# 3
Molecular formula: C4H8O2
Method: DFT, ωB97M-V/def2-TZVPD

The calculation puts the highest occupied orbital energy (alpha / beta) at -0.14985 / -0.37241 Eh. The value obtained for the LUMO energy (alpha / beta) is 0.0464 / -0.1300 hartree. The molar mass comes out at 88.11 g/mol. The expectation value of S² is 2.01. As for the spin multiplicity: 3. The calculation puts the energy relative to the best compared isomer or geometry (same formula, charge and spin) at 92.5 kcal/mol. The value obtained for the largest force on an atom is 5.185 eV/A. The orbital gap (alpha / beta) comes out at 5.34 / 6.60 eV.

CARTESIAN COORDINATES (ANGSTROEM)
C  0.50  0.93  0.78
C  1.18  0.55  -0.49
C  0.03  -0.30  0.03
C  -1.31  -0.12  -0.64
O  2.44  -0.12  -0.41
O  0.67  -1.74  0.42
H  1.19  0.71  1.55
H  -0.05  1.75  0.67
H  1.23  1.27  -1.28
H  -1.48  -1.02  -1.18
H  -1.42  0.76  -1.14
H  -2.02  -0.18  0.11
H  2.38  -1.04  -0.66
H  -0.09  -2.09  0.77

Atom charges from the natural (NBO) analysis, given in e for atoms 1 to 6: atom 1 (C): -0.39, atom 2 (C): 0.07, atom 3 (C): 0.05, atom 4 (C): -0.67, atom 5 (O): -0.70, atom 6 (O): -0.61

***

# 4
Molecular formula: C4H8O2S
Method: DFT, ωB97M-V/def2-TZVPD

The calculation puts the highest occupied orbital energy at -0.33360 Eh. The value obtained for the LUMO energy is 0.0148 hartree. The molar mass comes out at 120.17 g/mol. The calculation puts the energy relative to the best compared isomer or geometry (same formula, charge and spin) at 42.7 kcal/mol. The value obtained for the largest force on an atom is 5.659 eV/A. The orbital gap comes out at 9.48 eV. As for the structure (SMILES): O=C(O)CCCS.

CARTESIAN COORDINATES (ANGSTROEM)
O  -2.65  0.51  1.46
C  -1.54  0.15  1.11
O  -0.60  -0.57  1.98
C  -1.33  -0.26  -0.31
C  0.02  0.48  -0.65
C  1.31  -0.31  -0.40
S  2.37  -0.20  -1.87
H  -0.96  -0.15  2.77
H  -2.09  0.02  -1.00
H  -1.17  -1.32  -0.40
H  0.04  0.95  -1.70
H  -0.03  1.38  -0.10
H  1.37  -1.35  -0.21
H  1.97  0.08  0.44
H  3.28  0.59  -1.14

Atom charges from the natural (NBO) analysis, given in e for atoms 1 to 6: atom 1 (O): -0.54, atom 2 (C): 0.77, atom 3 (O): -0.70, atom 4 (C): -0.51, atom 5 (C): -0.42, atom 6 (C): -0.54

***

# 5
Molecular formula: C4H8O2S
Method: DFT, ωB97M-V/def2-TZVPD

The calculation puts the highest occupied orbital energy at -0.36382 Eh. The value obtained for the LUMO energy is 0.0184 hartree. The molar mass comes out at 120.17 g/mol. The calculation puts the energy relative to the best compared isomer or geometry (same formula, charge and spin) at 43.1 kcal/mol. The value obtained for the largest force on an atom is 4.124 eV/A. The orbital gap comes out at 10.40 eV. As for the structure (SMILES): O=C[C@@H](S)CCO.

CARTESIAN COORDINATES (ANGSTROEM)
C  0.15  1.48  -0.73
C  -0.23  0.90  0.57
C  -0.21  -0.63  0.68
C  -1.12  -1.37  -0.29
H  1.93  0.51  -0.80
H  -0.28  0.95  -1.64
H  -0.22  2.54  -0.76
H  -1.25  1.11  0.94
H  0.36  1.32  1.34
H  -0.61  -0.87  1.67
H  1.12  -2.73  0.65
H  -0.73  -1.23  -1.30
O  1.59  1.54  -0.85
O  -1.99  -2.11  0.09
S  1.48  -1.41  0.45

Atom charges from the natural (NBO) analysis, given in e for atoms 1 to 6: atom 1 (C): -0.08, atom 2 (C): -0.45, atom 3 (C): -0.39, atom 4 (C): 0.42, atom 5 (H): 0.47, atom 6 (H): 0.17

***

# 6
Molecular formula: C4H8O2S2
Method: DFT, ωB97M-V/def2-TZVPD

The calculation puts the highest occupied orbital energy (alpha / beta) at -0.28762 / -0.28771 Eh. The value obtained for the LUMO energy (alpha / beta) is -0.0242 / -0.0241 hartree. The molar mass comes out at 152.24 g/mol. The calculation puts the energy relative to the best compared isomer or geometry (same formula, charge and spin) at 54.4 kcal/mol. The value obtained for the largest force on an atom is 1.809 eV/A. The orbital gap (alpha / beta) comes out at 7.17 / 7.17 eV.

CARTESIAN COORDINATES (ANGSTROEM)
C  -0.52  -1.55  0.27
C  -1.83  -0.78  0.00
C  1.15  0.63  0.22
C  1.81  1.75  -0.49
O  -2.36  -1.12  -1.23
O  1.27  0.65  1.54
S  0.88  -0.85  -0.65
S  -1.63  1.00  0.25
H  -0.29  -1.59  1.34
H  -0.62  -2.58  -0.09
H  -2.55  -1.12  0.76
H  2.43  1.38  -1.31
H  2.44  2.31  0.21
H  1.06  2.43  -0.90
H  -2.01  -0.54  -1.92
H  0.75  -0.03  1.99

Atom charges from the natural (NBO) analysis, given in e for atoms 1 to 6: atom 1 (C): -0.55, atom 2 (C): -0.07, atom 3 (C): 0.35, atom 4 (C): -0.72, atom 5 (O): -0.73, atom 6 (O): -0.64

***

# 7
Molecular formula: C4H8O2S2
Method: DFT, ωB97M-V/def2-TZVPD

The calculation puts the highest occupied orbital energy at -0.34720 Eh. The value obtained for the LUMO energy is 0.0087 hartree. The molar mass comes out at 152.24 g/mol. The calculation puts the energy relative to the best compared isomer or geometry (same formula, charge and spin) at 117.9 kcal/mol. The value obtained for the largest force on an atom is 4.973 eV/A. The orbital gap comes out at 9.68 eV.

CARTESIAN COORDINATES (ANGSTROEM)
C  0.63  -1.32  -0.56
C  -0.74  -1.21  0.23
C  -0.56  1.21  0.26
C  0.81  1.41  -0.38
H  1.20  -2.43  -0.68
H  0.23  -1.54  -1.65
H  -1.38  -2.27  0.26
H  -0.60  -0.86  1.29
H  -0.94  2.27  0.16
H  -0.58  1.02  1.35
H  0.82  1.86  -1.48
H  1.35  2.22  0.27
O  2.36  -0.24  1.22
O  -2.85  -0.10  0.58
S  1.86  0.00  -0.33
S  -1.67  0.12  -0.37

Atom charges from the natural (NBO) analysis, given in e for atoms 1 to 6: atom 1 (C): -0.70, atom 2 (C): -0.65, atom 3 (C): -0.72, atom 4 (C): -0.65, atom 5 (H): 0.29, atom 6 (H): 0.25

***

# 8
Molecular formula: C4H8O3
Method: DFT, ωB97M-V/def2-TZVPD

The calculation puts the highest occupied orbital energy at -0.33017 Eh. The value obtained for the LUMO energy is -0.0194 hartree. The molar mass comes out at 104.10 g/mol. The calculation puts the energy relative to the best compared isomer or geometry (same formula, charge and spin) at 123.4 kcal/mol. The value obtained for the largest force on an atom is 2.065 eV/A. The orbital gap comes out at 8.46 eV.

CARTESIAN COORDINATES (ANGSTROEM)
C  2.44  0.05  0.87
C  0.32  -0.84  -0.54
O  -0.62  -1.58  -0.88
C  0.28  0.44  0.10
O  -1.77  1.32  -0.18
C  -2.79  0.74  -0.54
O  -2.89  -0.51  -0.87
H  2.08  -0.59  1.67
H  2.88  0.96  1.25
H  3.16  -0.51  0.23
H  1.28  -1.17  -0.94
H  -1.91  -1.02  -0.84
H  1.46  0.83  0.25
H  -0.19  0.59  1.06
H  -3.73  1.29  -0.63

Atom charges from the natural (NBO) analysis, given in e for atoms 1 to 6: atom 1 (C): -0.64, atom 2 (C): 0.31, atom 3 (O): -0.62, atom 4 (C): -0.30, atom 5 (O): -0.62, atom 6 (C): 0.67

***

# 9
Molecular formula: C4H8O3
Method: DFT, ωB97M-V/def2-TZVPD

The calculation puts the highest occupied orbital energy at -0.37900 Eh. The value obtained for the LUMO energy is 0.0334 hartree. The molar mass comes out at 104.10 g/mol. The calculation puts the energy relative to the best compared isomer or geometry (same formula, charge and spin) at 66.6 kcal/mol. The value obtained for the largest force on an atom is 3.388 eV/A. The orbital gap comes out at 11.22 eV. As for the structure (SMILES): CC1OCOCO1.

CARTESIAN COORDINATES (ANGSTROEM)
C  1.53  -0.07  0.45
C  0.73  0.02  -0.84
C  -1.02  -1.11  0.04
C  -1.07  1.12  0.00
H  2.37  0.73  0.41
H  2.01  -1.04  0.51
H  1.10  0.32  1.39
H  1.23  0.12  -1.81
H  -0.48  -1.13  1.09
H  -1.75  -1.99  -0.02
H  -1.92  1.94  -0.11
H  -0.70  1.05  1.05
O  -0.14  -1.08  -1.08
O  -1.85  -0.03  -0.14
O  -0.05  1.15  -0.92

Atom charges from the natural (NBO) analysis, given in e for atoms 1 to 6: atom 1 (C): -0.70, atom 2 (C): 0.34, atom 3 (C): 0.18, atom 4 (C): 0.20, atom 5 (H): 0.23, atom 6 (H): 0.24

***

# 10
Molecular formula: C4H8O3
Method: DFT, ωB97M-V/def2-TZVPD

The calculation puts the highest occupied orbital energy at -0.38588 Eh. The value obtained for the LUMO energy is 0.0322 hartree. The molar mass comes out at 104.10 g/mol. The calculation puts the energy relative to the best compared isomer or geometry (same formula, charge and spin) at 21.3 kcal/mol. The value obtained for the largest force on an atom is 0.493 eV/A. The orbital gap comes out at 11.38 eV. As for the structure (SMILES): COC(=O)CCO.

CARTESIAN COORDINATES (ANGSTROEM)
C  2.24  -1.70  -0.51
O  1.24  -1.13  0.34
C  0.37  -0.32  -0.27
O  0.39  -0.11  -1.46
C  -0.58  0.30  0.72
C  -1.68  1.12  0.05
O  -2.13  2.07  1.00
H  2.87  -0.91  -0.93
H  2.83  -2.36  0.13
H  1.78  -2.26  -1.32
H  -0.99  -0.48  1.37
H  -0.01  0.97  1.37
H  -1.26  1.60  -0.84
H  -2.50  0.47  -0.28
H  -2.55  2.79  0.52

Atom charges from the natural (NBO) analysis, given in e for atoms 1 to 6: atom 1 (C): -0.26, atom 2 (O): -0.51, atom 3 (C): 0.80, atom 4 (O): -0.60, atom 5 (C): -0.53, atom 6 (C): -0.06

***

# 11
Molecular formula: C4H8O3
Method: DFT, ωB97M-V/def2-TZVPD

The calculation puts the highest occupied orbital energy at -0.37826 Eh. The value obtained for the LUMO energy is 0.0202 hartree. The molar mass comes out at 104.10 g/mol. The calculation puts the energy relative to the best compared isomer or geometry (same formula, charge and spin) at 38.4 kcal/mol. The value obtained for the largest force on an atom is 3.194 eV/A. The orbital gap comes out at 10.84 eV. As for the structure (SMILES): O=C(O)CCCO.

CARTESIAN COORDINATES (ANGSTROEM)
O  0.36  -0.95  2.33
C  0.18  0.06  1.72
O  -0.18  1.28  2.21
C  0.67  0.40  0.25
C  -0.20  -0.33  -0.76
C  0.21  -0.06  -2.22
O  -0.84  -0.50  -3.13
H  -0.19  1.48  3.17
H  0.68  1.47  0.08
H  1.59  -0.20  0.35
H  -1.22  0.07  -0.76
H  -0.12  -1.41  -0.57
H  1.00  -0.70  -2.58
H  0.16  1.02  -2.24
H  -1.69  -0.44  -2.68

Atom charges from the natural (NBO) analysis, given in e for atoms 1 to 6: atom 1 (O): -0.57, atom 2 (C): 0.82, atom 3 (O): -0.73, atom 4 (C): -0.51, atom 5 (C): -0.42, atom 6 (C): -0.07

***

# 12
Molecular formula: C4H8O3
Method: DFT, ωB97M-V/def2-TZVPD

The calculation puts the highest occupied orbital energy at -0.35693 Eh. The value obtained for the LUMO energy is 0.0205 hartree. The molar mass comes out at 104.10 g/mol. The calculation puts the energy relative to the best compared isomer or geometry (same formula, charge and spin) at 37.1 kcal/mol. The value obtained for the largest force on an atom is 0.739 eV/A. The orbital gap comes out at 10.27 eV. As for the structure (SMILES): C[C@@H](O)[C@@H](O)C=O.

CARTESIAN COORDINATES (ANGSTROEM)
C  -0.83  0.58  -1.34
C  -0.59  -0.43  -0.24
O  0.24  -1.48  -0.73
C  0.10  0.11  1.04
O  0.45  -0.98  1.84
C  1.30  1.01  0.75
O  2.42  0.76  1.11
H  -1.34  0.09  -2.17
H  -1.46  1.41  -0.99
H  0.11  0.99  -1.72
H  -1.54  -0.85  0.10
H  -0.25  -2.31  -0.68
H  -0.62  0.72  1.59
H  0.93  -1.56  1.23
H  1.06  1.96  0.22

Atom charges from the natural (NBO) analysis, given in e for atoms 1 to 6: atom 1 (C): -0.64, atom 2 (C): 0.09, atom 3 (O): -0.74, atom 4 (C): -0.03, atom 5 (O): -0.69, atom 6 (C): 0.41